The following is a quantum chemistry calculation of a structure of composition C62H48BrN16O6RbSSe at a distorted geometry, from the Open Molecules 2025 dataset.

Last column: Mulliken charge in e.
Geometry (Å):
Rb: 0.555 0.519 -0.699  0.37
N: 1.429 5.137 0.305  0.18
C: 0.993 4.034 -0.346  -0.70
N: -0.164 3.493 -0.206  0.27
C: -1.044 4.045 0.722  -0.35
N: -2.149 3.480 1.035  -1.30
N: -2.342 2.224 0.510  1.47
C: -3.441 2.047 -0.097  -1.39
C: -3.831 0.705 -0.578  1.00
C: -5.176 0.442 -0.819  -1.08
C: -5.547 -0.829 -1.224  -0.93
C: -4.558 -1.784 -1.389  -1.12
C: -3.243 -1.418 -1.135  -0.43
N: -2.877 -0.209 -0.731  1.34
C: -0.691 5.324 1.368  1.00
C: -1.557 6.005 2.223  -0.19
C: -1.151 7.160 2.860  -0.81
C: 0.135 7.656 2.647  -0.45
C: 1.005 7.002 1.799  -1.04
C: 0.587 5.836 1.162  0.07
H: 2.370 5.459 0.147  0.27
H: 1.711 3.580 -1.019  0.43
H: -4.152 2.863 -0.237  0.31
H: -5.913 1.222 -0.683  0.54
H: -6.586 -1.067 -1.412  0.44
H: -4.792 -2.787 -1.717  0.62
H: -2.436 -2.127 -1.283  0.51
H: -2.545 5.595 2.378  0.46
H: -1.827 7.678 3.524  0.42
H: 0.456 8.561 3.145  0.41
H: 2.003 7.383 1.626  0.43
C: -2.041 2.807 -3.087  -1.11
O: -1.702 1.449 -2.850  1.34
C: -1.930 0.581 -3.855  -0.48
C: -2.779 0.832 -4.916  -0.08
C: -2.932 -0.122 -5.919  -0.51
Br: -4.115 0.243 -7.356  -0.23
C: -2.233 -1.299 -5.900  -0.88
C: -1.365 -1.564 -4.830  1.63
C: -1.241 -0.649 -3.786  -0.71
O: -0.475 -0.875 -2.712  0.48
C: -0.514 -2.752 -4.833  -0.25
N: 0.447 -2.968 -3.964  -0.04
C: 1.069 -4.134 -4.372  0.25
C: 2.181 -4.790 -3.851  -0.61
C: 2.593 -5.952 -4.472  -0.64
C: 1.925 -6.455 -5.598  -0.46
C: 0.834 -5.804 -6.141  -1.12
C: 0.428 -4.635 -5.510  0.35
N: -0.581 -3.732 -5.783  0.01
H: -3.128 2.939 -3.122  0.33
H: -1.579 3.149 -4.016  0.46
H: -1.635 3.355 -2.242  -0.28
H: -3.310 1.768 -4.985  0.55
H: -2.347 -1.997 -6.717  0.42
H: 0.090 -1.663 -2.909  0.49
H: 2.710 -4.386 -2.998  0.57
H: 3.455 -6.483 -4.091  0.42
H: 2.278 -7.369 -6.058  0.39
H: 0.329 -6.185 -7.018  0.41
H: -1.221 -3.767 -6.555  0.20
Se: -4.915 -6.098 1.931  0.19
N: -4.733 -4.407 2.478  -0.89
C: -3.602 -3.960 1.998  0.79
C: -3.099 -2.609 2.223  0.74
C: -3.828 -1.664 2.944  -0.84
C: -3.300 -0.404 3.100  -1.29
C: -2.051 -0.129 2.540  -0.09
N: -1.355 -1.014 1.847  0.98
C: -1.867 -2.234 1.678  -0.87
C: -1.102 -3.177 0.826  -0.54
N: 0.016 -2.719 0.254  0.32
C: 0.695 -3.535 -0.532  -0.42
C: 0.313 -4.850 -0.802  -0.87
C: -0.845 -5.321 -0.229  -1.00
C: -1.577 -4.472 0.599  1.03
C: -2.842 -4.889 1.200  0.96
N: -3.365 -6.076 1.041  -0.92
H: -4.789 -1.941 3.356  0.55
H: -3.830 0.367 3.641  0.65
H: -1.605 0.852 2.634  0.06
H: 1.595 -3.123 -0.974  0.42
H: 0.905 -5.468 -1.461  0.57
H: -1.205 -6.324 -0.410  0.54
O: 0.625 2.390 -4.898  -0.75
C: 1.606 2.102 -4.234  -0.08
N: 1.616 1.299 -3.136  0.07
S: 3.063 1.181 -2.493  0.74
O: 3.089 1.795 -1.170  -0.74
O: 3.572 -0.175 -2.512  -0.74
C: 3.928 2.195 -3.654  0.01
C: 5.261 2.543 -3.737  -0.70
C: 5.634 3.373 -4.788  -0.58
C: 4.693 3.827 -5.710  -0.48
C: 3.357 3.462 -5.606  -0.55
C: 2.988 2.635 -4.560  0.11
H: 5.985 2.185 -3.019  0.48
H: 6.669 3.669 -4.892  0.40
H: 5.013 4.471 -6.518  0.39
H: 2.610 3.801 -6.311  0.53
C: 5.329 -1.569 -0.427  -0.97
C: 4.104 -1.581 0.359  0.60
N: 3.144 -1.598 0.986  -0.62
H: 5.111 -1.134 -1.402  0.20
H: 5.700 -2.586 -0.537  0.38
H: 6.077 -0.969 0.088  0.29
C: -2.482 -0.104 7.605  -1.41
C: -1.051 -0.384 7.243  0.68
C: 0.001 0.136 7.985  -0.74
C: 1.319 -0.086 7.615  -0.45
C: 1.614 -0.854 6.497  0.20
N: 2.970 -1.070 6.161  -0.09
C: 3.524 -1.302 4.917  0.24
O: 4.509 -2.003 4.796  -0.70
N: 2.919 -0.703 3.833  0.44
C: 2.272 0.541 3.783  -0.52
C: 2.626 1.623 4.575  -0.31
C: 1.915 2.801 4.436  -1.21
C: 0.901 2.869 3.494  -0.46
N: 0.571 1.843 2.712  0.42
C: 1.231 0.703 2.874  -0.28
C: 0.570 -1.415 5.768  -0.40
C: -0.739 -1.167 6.136  -0.38
H: -2.562 0.309 8.609  0.40
H: -3.083 -1.012 7.563  0.35
H: -2.925 0.615 6.913  0.23
H: -0.208 0.738 8.860  0.32
H: 2.127 0.351 8.189  0.39
H: 3.580 -1.369 6.908  0.27
H: 3.125 -1.143 2.939  0.14
H: 3.432 1.536 5.291  0.52
H: 2.150 3.661 5.048  0.49
H: 0.324 3.777 3.368  0.50
H: 0.902 -0.139 2.279  0.79
H: 0.781 -2.039 4.911  0.52
H: -1.538 -1.604 5.549  0.37

Results
charge: 0
LUMO level: -0.0171 Eh
spin multiplicity: 1
gap between HOMO and LUMO: 7.35 eV


The following is a quantum chemistry calculation of an isolated molecule of C5H6N2O at a distorted geometry, from the Open Molecules 2025 dataset.

Last column: natural (NBO) charge in e.
Geometry (Å):
C: -2.287 -0.753 0.363  -0.69
C: -1.414 0.315 -0.219  0.55
O: -1.817 1.290 -0.810  -0.51
C: 0.059 0.041 -0.147  0.23
N: 0.773 -0.969 -0.598  -0.42
C: 2.129 -0.615 -0.403  -0.11
C: 2.276 0.608 0.070  -0.07
N: 0.956 1.150 0.180  -0.50
H: -1.971 -1.680 -0.211  0.25
H: -2.087 -0.814 1.321  0.22
H: -3.255 -0.494 0.101  0.23
H: 2.821 -1.209 -0.740  0.20
H: 3.183 1.254 0.560  0.24
H: 0.633 1.874 0.534  0.38

Results
charge: 0
LUMO level: 0.0251 Eh
spin multiplicity: 1
SMILES string: CC(=O)c1ncc[nH]1
gap between HOMO and LUMO: 10.04 eV


The following is a quantum chemistry calculation of a cluster of 3 separate species, C2H12NO2S in total at a distorted geometry, from the Open Molecules 2025 dataset.

Last column: Löwdin spin population.
Geometry (Å):
C: -0.646 0.399 1.480  0.14
C: -1.970 0.728 0.747  0.07
S: -2.202 -0.174 -0.807  0.08
N: 0.478 0.486 0.519  0.14
H: -0.542 1.207 2.207  0.05
H: -0.708 -0.576 1.923  0.02
H: -2.748 0.348 1.409  0.01
H: -1.993 1.781 0.498  0.03
H: -2.899 -1.251 -0.433  0.01
H: 0.579 1.456 0.112  0.15
H: 1.425 0.153 0.786  0.05
H: 0.265 -0.121 -0.295  0.02
H: 3.259 -1.193 -0.606  0.03
H: 3.723 -0.786 0.796  0.03
O: 3.123 -0.530 0.080  0.11
H: 0.920 -1.050 -3.005  0.01
H: -0.439 -0.401 -2.942  0.01
O: 0.377 -0.477 -2.469  0.05

Results
charge: 0
LUMO level (alpha / beta): 0.0206 / 0.0130 Eh
spin multiplicity: 2
gap between HOMO and LUMO (alpha / beta): 3.25 / 9.89 eV


The following is a quantum chemistry calculation of a cluster of 4 separate species, H8O4 in total at a distorted geometry, from the Open Molecules 2025 dataset.

Last column: natural (NBO) charge in e.
Geometry (Å):
O: -1.164 2.086 -0.322  -0.92
H: -1.086 1.174 -0.626  0.45
H: -0.715 2.087 0.532  0.46
O: 2.263 -0.860 -0.319  -0.90
H: 2.037 -0.766 -1.251  0.46
H: 3.066 -0.337 -0.218  0.46
O: -2.013 -1.915 0.007  -0.93
H: -1.911 -1.185 -0.614  0.46
H: -2.743 -1.640 0.573  0.47
O: 1.007 0.191 0.591  -0.90
H: 1.208 0.941 1.163  0.45
H: 0.050 0.226 0.486  0.44

Results
charge: 0
LUMO level: 0.0095 Eh
spin multiplicity: 1
SMILES string: O.O.O.O
gap between HOMO and LUMO: 9.22 eV


The following is a quantum chemistry calculation of a structure of composition C22H27ClOSm at a distorted geometry, from the Open Molecules 2025 dataset.

Last column: Löwdin spin population.
Geometry (Å):
C: -1.756 -0.482 2.264  -0.01
C: -3.085 -0.334 1.734  -0.01
C: -3.135 0.868 0.936  -0.01
H: -3.897 -1.060 1.888  0.00
C: -1.820 1.475 0.972  -0.01
C: -0.987 0.642 1.804  -0.01
H: 0.043 0.847 2.126  0.00
H: -1.392 -1.229 2.985  0.00
H: -3.954 1.175 0.260  0.00
H: -1.461 2.353 0.397  0.00
Sm: -1.472 -0.584 -0.280  5.08
Cl: 0.318 -2.529 -0.023  -0.01
C: -4.732 -1.941 -4.398  0.00
C: -4.876 -0.533 -4.606  0.00
C: -5.976 -0.078 -3.813  0.00
H: -4.262 0.088 -5.275  0.00
C: -6.513 -1.205 -3.115  0.00
C: -5.745 -2.356 -3.476  0.00
H: -5.916 -3.383 -3.122  0.00
H: -3.989 -2.594 -4.878  0.00
H: -6.355 0.953 -3.763  0.00
H: -7.377 -1.191 -2.433  0.00
C: 1.005 -2.913 2.604  0.00
C: 2.129 -1.886 2.495  0.00
C: 3.371 -2.770 2.314  0.00
C: 2.348 -0.502 1.647  0.00
C: 3.473 0.058 2.226  0.00
C: 4.193 1.186 1.812  0.00
C: 3.725 1.905 0.701  0.00
C: 2.593 1.513 0.047  0.00
C: 2.135 2.397 -1.122  0.00
C: 1.887 3.826 -0.644  0.00
C: 3.212 2.364 -2.202  0.00
C: 1.864 0.358 0.520  0.00
O: 0.648 0.258 -0.125  -0.02
H: 1.016 -3.656 1.808  0.00
H: -0.011 -2.497 2.743  0.00
H: 1.204 -3.503 3.510  0.00
H: 2.143 -1.453 3.508  0.00
H: 3.335 -3.203 1.309  0.00
H: 4.335 -2.265 2.432  0.00
H: 3.342 -3.604 3.024  0.00
H: 3.939 -0.427 3.092  0.00
H: 5.076 1.508 2.312  0.00
H: 4.264 2.767 0.357  0.00
H: 1.209 2.020 -1.551  0.00
H: 2.784 4.276 -0.197  0.00
H: 1.562 4.460 -1.475  0.00
H: 1.098 3.845 0.116  0.00
H: 3.364 1.336 -2.546  0.00
H: 2.915 2.966 -3.065  0.00
H: 4.177 2.734 -1.834  0.00

Results
charge: -1
LUMO level (alpha / beta): 0.0417 / 0.0672 Eh
spin multiplicity: 6
gap between HOMO and LUMO (alpha / beta): 4.30 / 5.00 eV


Quick rundown of relative energy (zero: lowest compared OMol25 entry of this formula, charge and spin), same order as above: 7.3; 40.3; 7.0; 83.6; 102.0 kcal/mol